Record 1
A molecular structure, C37H47CaGeN2O11Se. Source: OMol25; level of theory: the ωB97M-V functional and the def2-TZVPD basis.

XYZ file:
```
100
Properties=species:S:1:pos:R:3:forces:R:3
Ca -0.49799 -1.19662 0.46767 0.096 0.222 -0.202
C -0.18635 -4.19734 -1.20578 0.018 -0.006 -0.045
C 1.24740 -3.84444 -0.82211 0.021 -0.035 -0.002
C 2.20071 -4.32002 -1.92075 0.027 0.003 0.060
C 1.58767 -4.53508 0.50304 -0.047 0.025 0.026
O 1.33153 -2.42602 -0.69701 -0.192 -0.017 -0.003
Ge 2.90104 -1.63412 0.07044 0.085 -0.511 0.085
O 1.63335 -1.08893 1.48069 0.232 0.202 -0.116
C 1.94428 -0.89636 2.85831 -0.025 -0.015 0.044
C 3.42285 -1.15589 3.15554 0.005 0.031 -0.028
C 1.09602 -1.87133 3.67535 0.011 -0.030 -0.020
C 1.59221 0.53194 3.27510 -0.017 -0.023 0.024
O 3.15987 -0.31201 -1.19584 -0.307 0.425 0.104
C 2.76241 0.13075 -2.49378 0.131 -0.191 -0.036
C 2.41131 -1.06020 -3.38458 -0.044 0.017 0.007
C 1.58357 1.09391 -2.47883 0.043 -0.019 0.032
C 3.98983 0.84974 -3.06206 0.008 -0.043 -0.015
H -0.28098 -5.27799 -1.34724 0.005 0.004 -0.023
H -0.46157 -3.69252 -2.13423 -0.020 0.016 0.019
H -0.89123 -3.90188 -0.42478 0.018 -0.020 0.012
H 2.15896 -5.40810 -2.02505 -0.003 0.003 0.008
H 3.22800 -4.03332 -1.68008 -0.002 -0.006 -0.007
H 1.93031 -3.86446 -2.87263 -0.007 -0.001 -0.022
H 1.41284 -5.61128 0.42181 0.007 -0.007 0.006
H 0.95214 -4.14153 1.29926 -0.013 -0.017 0.002
H 2.63189 -4.37305 0.77880 0.000 0.011 -0.001
H 3.70580 -2.17301 2.87986 0.000 -0.004 0.016
H 3.60570 -1.01747 4.22450 0.004 0.014 -0.001
H 4.06468 -0.46626 2.60125 -0.003 -0.004 -0.010
H 1.29355 -2.89717 3.35648 0.008 0.002 0.001
H 0.03018 -1.67922 3.54983 -0.004 -0.004 -0.001
H 1.33069 -1.78428 4.74006 -0.002 0.002 0.006
H 2.25230 1.25040 2.78531 0.004 -0.006 0.002
H 1.70636 0.64622 4.35701 -0.003 -0.002 0.001
H 0.55572 0.75301 3.01143 -0.002 0.002 0.000
H 1.50420 -1.54169 -3.02067 0.037 0.001 0.000
H 3.23265 -1.78066 -3.38064 0.001 -0.039 -0.002
H 2.23162 -0.72906 -4.41173 0.025 0.005 0.016
H 0.70529 0.64637 -2.02592 -0.019 0.012 -0.001
H 1.30820 1.34618 -3.50592 -0.002 0.004 0.007
H 1.83714 2.01481 -1.95508 -0.007 0.036 0.017
H 4.83888 0.16342 -3.10013 0.001 0.005 -0.002
H 4.25523 1.69240 -2.41935 0.003 0.004 0.005
H 3.79000 1.22752 -4.06865 -0.001 0.005 -0.003
C -4.13251 0.71688 -0.78302 -0.046 -0.036 0.003
O -3.34366 1.72675 -0.15301 -0.034 0.005 -0.016
C -3.53792 1.94842 1.14435 0.039 0.013 -0.076
C -4.63945 1.48941 1.86659 -0.050 0.018 0.054
C -4.71524 1.72703 3.22253 0.004 -0.003 -0.022
C -3.72337 2.44726 3.89621 0.023 0.012 0.009
C -2.63872 2.91132 3.19611 -0.016 -0.010 0.004
C -2.53107 2.68044 1.81425 0.009 0.038 -0.008
N -1.40824 2.97866 1.08624 -0.034 -0.010 0.083
N -0.54797 3.73077 1.62956 0.137 -0.022 -0.031
C 0.74340 3.63478 1.35438 -0.131 -0.064 -0.043
C 1.32008 2.44892 0.70263 0.284 -0.173 -0.166
O 0.69221 1.44213 0.40075 -0.550 0.248 0.186
C 2.76851 2.50184 0.43207 0.005 -0.005 0.024
C 3.52220 3.54081 0.81045 -0.007 0.004 -0.016
C 2.97113 4.69536 1.49303 -0.001 0.022 0.016
C 3.78704 5.76350 1.87780 0.004 0.003 0.009
C 3.26266 6.86132 2.52875 0.002 0.001 -0.002
C 1.89545 6.90373 2.80727 -0.005 -0.002 -0.001
C 1.07442 5.86054 2.43300 0.007 0.005 0.008
C 1.59360 4.73937 1.76956 0.024 0.037 0.005
H -4.15510 -0.18280 -0.16395 0.003 0.011 -0.002
H -3.63803 0.51198 -1.72965 0.007 0.027 0.009
H -5.15111 1.08104 -0.96012 0.030 0.015 0.009
H -5.37383 0.85713 1.39492 0.000 -0.009 -0.021
H -5.53980 1.30053 3.77988 0.001 0.008 -0.001
H -3.78635 2.58900 4.96725 0.000 0.002 -0.010
H -1.82632 3.42480 3.69264 0.003 0.002 0.006
H 3.17363 1.62758 -0.06677 0.003 -0.024 0.023
H 4.59028 3.53639 0.61538 0.001 0.001 -0.001
H 4.84729 5.71341 1.65533 0.001 0.000 0.000
H 3.90633 7.68112 2.82311 0.000 0.000 0.000
H 1.47432 7.75891 3.32204 0.000 0.000 0.000
H 0.01528 5.88699 2.65055 0.003 0.000 0.000
C -4.15047 -2.97718 -1.31585 0.022 -0.079 0.026
C -2.98277 -2.17489 -1.85850 -0.075 -0.060 0.015
O -2.15334 -1.79656 -1.03274 0.168 0.194 0.005
C -2.86787 -1.89735 -3.27332 0.015 0.033 -0.015
C -3.67074 -2.61212 -4.18680 -0.003 0.007 0.022
C -3.58319 -2.44693 -5.54458 -0.002 -0.003 -0.034
C -2.65310 -1.50389 -6.04352 -0.004 -0.007 -0.006
C -1.86900 -0.76999 -5.20754 -0.003 -0.015 0.006
C -1.92044 -0.90062 -3.75908 -0.020 0.013 0.038
O -1.21302 -0.17257 -3.03440 -0.044 -0.080 -0.033
H -4.22788 -2.77345 -0.24658 0.001 0.024 -0.011
H -3.94273 -4.04393 -1.44894 -0.014 0.012 -0.010
H -5.08879 -2.74814 -1.82105 -0.005 0.006 0.005
H -4.37084 -3.34266 -3.79655 0.013 0.009 0.002
H -4.20241 -3.02669 -6.21758 0.002 0.000 -0.004
H -2.56452 -1.36264 -7.11743 -0.001 0.002 -0.005
H -1.15923 -0.04531 -5.59042 0.002 0.003 -0.002
O -4.22919 -1.57437 1.80853 -0.003 -0.044 -0.033
Se -2.74031 -1.49237 2.46919 0.095 0.059 0.031
O -1.74263 -2.67632 1.85777 0.106 -0.070 -0.031
O -1.95038 -0.12599 1.90114 -0.050 -0.163 0.064
O -2.77456 -1.50668 4.08922 0.008 -0.006 -0.022
```
Forces are in eV/Å.

Properties
* E_LUMO (alpha / beta): 3.70 / 2.75 eV
* total charge: -2
* energy above the lowest of the compared OMol25 structures with the same formula, charge and spin: 0.000 eV
* 2S+1: 2
* expectation value of S²: 0.802


Record 2
A molecular structure, C37H47Cl5N3O4SSbSi3W at a distorted geometry. Source: OMol25; level of theory: the ωB97M-V functional and the def2-TZVPD basis.

XYZ file:
```
102
Properties=species:S:1:pos:R:3:forces:R:3
W -0.58272 0.16374 0.74377 -4.151 -1.305 0.661
C 2.27981 2.15746 -2.17468 -0.231 0.400 0.398
Sb 1.13999 2.05018 -0.27055 1.552 0.921 -1.672
C -0.63458 0.73674 -1.26835 0.849 0.570 0.863
C -0.07601 -0.30162 -2.11010 0.824 -0.965 -1.220
C -0.87498 -1.23036 -2.81990 0.060 0.551 0.503
C -0.26761 -2.25892 -3.50088 0.400 -0.151 -0.110
C 1.12092 -2.35468 -3.50865 -0.239 -0.070 -0.070
C 1.83196 -1.38466 -2.83132 0.080 -0.115 -0.176
N 1.26655 -0.40098 -2.15468 -0.392 0.064 -0.442
Si -1.60767 2.11204 -2.13483 -0.753 1.425 -0.307
C -0.59172 3.34363 -3.21043 0.134 -0.756 0.530
C -2.86964 1.49111 -3.43174 0.373 0.027 0.654
C -2.32651 3.25560 -0.77544 0.247 -0.456 -0.366
C 2.66772 0.90145 0.92188 -0.247 0.866 0.098
C 2.41152 -0.52819 0.73315 -0.395 -0.830 -0.604
C 3.42998 -1.47441 0.88760 -0.176 -0.287 -0.135
C 3.23959 -2.80354 0.58023 -0.529 0.268 -0.114
C 1.99998 -3.20676 0.07843 0.332 0.161 0.141
C 1.01746 -2.25954 -0.02810 -0.342 0.181 -0.005
N 1.17907 -0.95928 0.31436 1.878 -1.380 0.086
Si 2.21964 1.74055 2.65816 0.477 1.037 1.118
C 3.31923 3.32085 2.79060 -0.013 -0.651 -0.354
C 0.59085 2.76691 2.85356 0.187 -0.618 -0.641
C 2.72313 0.78772 4.22966 -0.129 0.206 -0.574
Si 4.48610 1.34101 0.39363 0.569 0.130 -0.107
C 5.77459 0.99210 1.77120 -0.580 0.136 -0.311
C 4.62835 3.17203 -0.13225 -0.188 -0.619 0.241
C 5.07735 0.26320 -1.08787 -0.350 0.311 0.480
H 1.61936 1.90605 -2.99611 -0.022 -0.036 0.119
H 3.10199 1.45260 -2.13082 -0.112 -0.032 0.105
H 2.65568 3.16923 -2.29926 -0.031 0.119 0.069
H -1.95133 -1.15175 -2.79432 -0.037 -0.015 0.007
H -0.86297 -2.99213 -4.02481 -0.105 -0.048 -0.036
H 1.62647 -3.15507 -4.02376 0.069 -0.065 -0.082
H 2.91643 -1.39422 -2.81474 0.060 -0.076 -0.061
H -0.12323 2.85611 -4.05866 0.169 -0.107 -0.193
H 0.17692 3.85602 -2.63812 0.132 0.141 0.014
H -1.26192 4.09750 -3.61183 -0.303 0.068 0.083
H -2.45707 0.67322 -4.01159 0.127 -0.155 -0.176
H -3.09316 2.29726 -4.12055 0.059 0.276 -0.116
H -3.80040 1.15459 -2.99772 -0.212 -0.071 0.122
H -2.19673 4.29576 -1.04619 0.113 0.269 -0.224
H -1.82602 3.10529 0.18486 -0.109 0.036 -0.094
H -3.38642 3.09752 -0.62594 -0.272 -0.077 0.093
H 4.38365 -1.15364 1.25730 0.176 0.052 0.101
H 4.03417 -3.51589 0.71620 0.184 -0.122 0.033
H 1.81069 -4.22777 -0.20752 -0.067 -0.098 -0.056
H 0.02692 -2.50534 -0.41946 0.326 0.037 0.186
H 3.10021 4.05209 2.02182 -0.076 0.204 -0.194
H 4.38223 3.14207 2.78692 0.395 0.019 0.000
H 3.09062 3.78285 3.74539 -0.222 0.028 0.257
H 0.72939 3.77289 2.45760 0.074 -0.018 -0.121
H 0.36125 2.86891 3.91041 0.046 -0.148 0.203
H -0.28414 2.32589 2.36056 0.111 0.337 0.276
H 3.36510 1.41151 4.83997 0.145 0.304 0.079
H 3.24760 -0.13403 4.01259 0.081 -0.112 -0.061
H 1.85446 0.52133 4.82308 -0.177 -0.077 0.029
H 5.70964 1.68423 2.60050 -0.041 0.153 0.150
H 6.77355 1.08092 1.35359 0.160 0.034 -0.200
H 5.68916 -0.00257 2.19568 0.005 -0.197 0.048
H 5.22933 3.74128 0.56518 0.060 0.104 0.263
H 3.64310 3.62656 -0.17637 -0.070 0.244 -0.017
H 5.09003 3.27314 -1.10679 0.048 -0.110 -0.284
H 4.34070 -0.47725 -1.37242 -0.161 -0.168 -0.117
H 5.98686 -0.26805 -0.82743 0.167 -0.131 0.148
H 5.30492 0.86489 -1.96116 -0.007 0.229 -0.140
C -4.54930 -4.46444 -3.52445 0.013 0.023 -0.008
C -4.15563 -4.01806 -2.15169 -0.020 0.029 0.023
C -2.87167 -4.24233 -1.66919 -0.068 0.052 0.093
C -2.49514 -3.76466 -0.42538 0.050 0.020 0.066
C -3.39821 -3.04344 0.32863 0.164 0.091 0.383
C -4.69778 -2.86075 -0.10969 -0.067 -0.040 0.164
C -5.07206 -3.34460 -1.34868 0.108 -0.095 0.128
S -2.90153 -2.31827 1.89036 -0.943 0.581 -0.506
O -2.80001 -3.39192 2.84108 0.414 -0.116 -0.104
O -3.86255 -1.28466 2.19383 0.041 -0.678 -0.090
N -1.40924 -1.66396 1.60800 0.043 0.324 -0.335
C -0.48881 -2.20060 2.58963 0.569 -0.356 0.525
C 0.67318 -1.24769 2.79480 0.355 -2.057 0.772
O 1.74583 -1.65971 3.18246 -0.443 0.141 0.137
O 0.41308 -0.00639 2.50059 0.282 1.105 0.022
H -3.90905 -5.26947 -3.87326 0.038 -0.082 -0.092
H -4.46215 -3.62882 -4.21971 -0.035 -0.014 -0.123
H -5.58075 -4.80610 -3.53476 -0.090 -0.040 -0.087
H -2.16308 -4.79355 -2.26899 0.091 -0.092 -0.082
H -1.50791 -3.95224 -0.03212 0.165 -0.019 -0.011
H -5.38319 -2.31402 0.52076 -0.099 0.090 -0.040
H -6.08241 -3.19389 -1.70127 -0.085 0.032 -0.035
H -0.11014 -3.19675 2.31088 0.105 0.333 0.155
H -0.99272 -2.32489 3.55849 0.319 0.065 -0.084
Cl -3.36791 -0.20594 -0.73906 -0.494 0.090 -0.516
C -3.61046 0.81327 0.62913 0.867 0.078 0.398
C -2.47569 0.94002 1.46320 -1.627 0.506 0.540
C -2.86161 1.31537 2.77051 0.762 -0.192 -0.541
Cl -1.74247 0.99323 4.03909 -0.284 0.149 0.586
C -4.12657 1.76458 3.12521 -0.177 0.171 -0.163
Cl -4.45806 2.24367 4.73670 -0.078 0.083 0.153
C -5.13956 1.81212 2.17001 0.323 -0.235 -0.049
Cl -6.68254 2.44124 2.55406 -0.107 0.021 0.012
C -4.89122 1.24408 0.92120 0.158 0.231 0.159
Cl -6.16207 1.06414 -0.21295 -0.176 -0.041 -0.222
```
Forces are in eV/Å.

Properties
* E_LUMO (alpha / beta): -2.00 / -1.65 eV
* 2S+1: 3
* expectation value of S²: 2.017


Quick rundown of E_tot, same order as above: -204939.284; -157234.733 eV